Entry 1:
Computed, not measured: 8 unconnected molecules or ions with the total composition C43H106Cl3N7 at a distorted geometry, with ωB97M-V/def2-TZVPD.

- Total energy: -3465.64658 Ha
- Frontier orbital gap: 8.7 eV
- E_LUMO: 0.69 eV
- HOMO level: -8.04 eV
- SMILES: CCN(CC)CC.CCN(CC)CC.CCN(CC)CC.CCN(CC)CC.CCN(CC)CC.CCN(CC)CC.CCN(CC)CC.ClC(Cl)Cl

The geometry in ORCA input format:
```
! wB97M-V def2-TZVPD RIJCOSX def2/J DEFGRID3
* xyz 0 1
C 0.1040 0.5930 -0.1183
Cl -0.5789 1.2267 -1.6400
Cl -0.6989 -0.9257 0.3719
Cl -0.0818 1.8363 1.0980
H 1.1381 0.3387 -0.2696
C 2.5334 4.2643 1.7320
C 3.7582 5.1144 2.1040
N 5.0475 4.6108 1.6113
C 5.4640 3.4686 2.3747
C 6.6111 2.6856 1.7276
C 6.0631 5.6353 1.6887
C 5.8342 6.7418 0.6683
H 2.3865 4.3069 0.6512
H 1.6498 4.6424 2.2370
H 2.7142 3.2884 2.1319
H 3.5489 6.1357 1.7576
H 3.7809 5.2051 3.1832
H 5.7001 3.8038 3.3848
H 4.5811 2.8381 2.4160
H 6.3764 2.4822 0.7076
H 7.5525 3.2864 1.7588
H 6.7774 1.7961 2.2973
H 7.0104 5.1548 1.4720
H 6.1145 6.1006 2.6463
H 4.8271 7.1614 0.7777
H 5.9654 6.2801 -0.3414
H 6.6230 7.4551 0.8491
C -4.0863 0.5786 0.3549
C -3.9263 -0.0498 1.7048
N -4.5862 -1.3545 1.8370
C -6.0344 -1.1613 1.6273
C -6.5922 0.0199 2.4484
C -3.9587 -2.3882 1.0139
C -4.1686 -3.7999 1.6190
H -3.6509 0.0506 -0.4870
H -3.5663 1.5554 0.2584
H -5.1484 0.7198 0.1172
H -2.8798 -0.3114 1.8639
H -4.2701 0.6294 2.4709
H -6.5861 -2.0739 1.8991
H -6.1613 -0.9730 0.5625
H -6.3534 -0.0883 3.5096
H -7.6755 -0.0691 2.3964
H -6.2761 1.0391 2.2170
H -4.2216 -2.3518 -0.0375
H -2.8655 -2.1881 1.0561
H -3.8199 -3.8328 2.6621
H -5.2397 -4.1352 1.6436
H -3.5734 -4.5206 1.0195
C 2.8276 -0.1244 2.0054
C 3.7320 -0.5752 0.8634
N 3.3376 0.0054 -0.4072
C 4.1205 1.2289 -0.6364
C 3.6926 1.9967 -1.8438
C 3.4678 -0.9662 -1.4672
C 2.2548 -1.8549 -1.6104
H 1.8137 -0.4962 1.9573
H 2.7787 0.9521 2.0756
H 3.2436 -0.3316 2.9614
H 4.8070 -0.4021 1.0309
H 3.7002 -1.6440 0.7246
H 3.9855 1.7513 0.3399
H 5.1626 0.8859 -0.6476
H 4.1509 3.0180 -1.8620
H 4.0421 1.5808 -2.7531
H 2.6106 2.0485 -1.8379
H 4.3564 -1.5845 -1.4028
H 3.6122 -0.4062 -2.3587
H 2.0574 -2.2997 -0.6725
H 2.5143 -2.6107 -2.3789
H 1.3592 -1.3218 -1.9792
C 1.9484 -7.3735 -0.0605
C 1.1109 -6.1614 -0.5231
N 0.3499 -5.4483 0.5232
C 1.1504 -5.1115 1.6620
C 2.2437 -4.0823 1.4066
C -0.4846 -4.3665 -0.0376
C -1.6974 -4.8511 -0.8305
H 2.0158 -8.0145 -0.9151
H 1.4965 -7.9569 0.7326
H 2.9509 -7.1565 0.2038
H 1.8725 -5.5374 -0.9770
H 0.4144 -6.4588 -1.3352
H 0.5046 -4.7672 2.4239
H 1.5665 -6.0830 2.0495
H 2.9423 -4.0790 2.2303
H 2.8496 -4.2968 0.5062
H 1.8328 -3.0857 1.2789
H 0.0994 -3.6574 -0.6403
H -0.9519 -3.8279 0.8048
H -2.3372 -4.0508 -1.1535
H -2.2275 -5.6136 -0.2802
H -1.5010 -5.3233 -1.8086
C -5.4707 -2.7636 -6.1224
C -4.2615 -2.7576 -5.1896
N -4.0104 -1.5097 -4.4380
C -3.2759 -1.6934 -3.1775
C -1.7100 -1.8856 -3.3248
C -3.6066 -0.3076 -5.2301
C -3.4992 1.0082 -4.4444
H -5.7436 -3.7371 -6.4695
H -5.4661 -2.0085 -6.9864
H -6.3293 -2.4522 -5.5260
H -4.3701 -3.5598 -4.4574
H -3.3549 -3.0396 -5.7308
H -3.5225 -0.8874 -2.4826
H -3.6441 -2.5925 -2.7330
H -1.1411 -1.7158 -2.3646
H -1.4998 -2.8515 -3.7997
H -1.3649 -1.0806 -4.0062
H -4.3755 -0.2282 -5.9493
H -2.6372 -0.4251 -5.7479
H -3.4395 1.8477 -5.1579
H -2.6354 0.9457 -3.7792
H -4.3725 1.1698 -3.8375
C -1.2853 0.2249 4.9512
C -0.1779 -0.5788 4.2328
N -0.0758 -1.8764 4.9084
C -1.2136 -2.7097 4.4761
C -1.5729 -3.7385 5.4985
C 1.2112 -2.5384 4.6293
C 2.4568 -1.9557 5.3323
H -2.2828 -0.2314 4.9132
H -1.4698 1.1414 4.3479
H -1.0152 0.5463 5.9964
H -0.5351 -0.6801 3.1238
H 0.8000 -0.1015 4.2383
H -1.0630 -3.0345 3.4280
H -2.1059 -2.0639 4.3665
H -2.5113 -4.2483 5.2033
H -1.7274 -3.1218 6.4034
H -0.8006 -4.4588 5.7951
H 1.0381 -3.6014 4.9126
H 1.4100 -2.5153 3.5316
H 2.3644 -2.0046 6.4250
H 3.3178 -2.4699 4.8571
H 2.5578 -0.8870 5.0935
C -1.3785 4.3402 -5.3345
C -0.4829 4.2211 -4.1424
N -0.4120 5.4283 -3.3483
C 0.5521 5.2007 -2.2624
C 2.0063 5.5161 -2.6426
C -1.7321 5.8564 -2.8458
C -2.4127 4.7735 -1.9425
H -1.2480 3.4431 -5.9259
H -1.0393 5.2028 -5.9056
H -2.4064 4.3348 -4.9863
H -0.6608 3.2915 -3.5443
H 0.5552 4.0886 -4.4741
H 0.2797 5.8716 -1.4239
H 0.3564 4.1789 -1.8017
H 2.7054 5.3037 -1.8731
H 2.3844 4.9967 -3.5135
H 1.9911 6.5834 -2.7677
H -2.3329 6.0759 -3.7335
H -1.5930 6.7631 -2.3187
H -1.7576 4.6204 -1.0537
H -2.4701 3.8622 -2.5405
H -3.4311 5.1064 -1.7237
*
```

Löwdin population analysis, charges in e, atoms 1 to 8: atom 1 (C): -1.46, atom 2 (Cl): 0.57, atom 3 (Cl): 0.63, atom 4 (Cl): 0.59, atom 5 (H): -0.04, atom 6 (C): -0.08, atom 7 (C): -0.25, atom 8 (N): -0.19

---

Entry 2:
Computed, not measured: 8 unconnected molecules or ions with the total composition C43H106ClN4O13P2S, with ωB97M-V/def2-TZVPD.

- Total energy: -4440.08385 Ha
- Frontier orbital gap: 9.6 eV
- E_LUMO: -1.94 eV
- HOMO level: -11.49 eV

The geometry in ORCA input format:
```
! wB97M-V def2-TZVPD RIJCOSX def2/J DEFGRID3
* xyz 1 1
C 0.4162 -2.1436 -6.0902
C 0.3766 -3.6737 -6.0830
C 0.8374 -4.3516 -4.7677
C 1.6829 -3.4812 -3.8280
C 0.8359 -2.7377 -2.7707
C 0.9785 -3.3661 -1.3886
C -0.0071 -2.8718 -0.2732
P -1.0457 -4.3185 0.1067
O -2.0845 -4.1476 1.1450
C -0.8534 -1.6240 -0.6126
C 0.0023 -0.3828 -0.1991
C 0.1878 0.6431 -1.3118
C -1.1766 1.2624 -1.6738
P -1.7289 2.6246 -0.6253
O -2.6741 3.5047 -1.3187
O -0.4602 3.3791 -0.0312
C 0.1496 4.4230 -0.8425
C 1.6372 4.4294 -0.5860
O -2.2797 1.8427 0.6516
C -2.3387 2.5214 1.9327
C -1.0942 2.2635 2.7712
N 1.2794 -1.0255 0.3158
C 2.1428 -0.2633 1.2805
C 3.3989 0.3724 0.6747
N 4.1384 -0.6421 -0.0652
N 3.0300 1.4813 -0.1820
N 4.2458 0.7929 1.8007
C 0.8138 -2.3256 0.9061
C 0.0786 -2.0959 2.2389
C 0.9085 -2.4933 3.4856
C 1.3741 -1.3056 4.3601
C 0.8416 -1.3323 5.7865
S 1.6782 -2.5384 6.8168
O 1.7606 -2.0340 8.1476
O 2.8544 -2.9928 6.1430
Cl 0.3563 -4.0767 6.8259
H 0.0486 -1.7053 -5.1613
H -0.1525 -1.7746 -6.9413
H 1.4431 -1.7936 -6.2349
H 0.9543 -4.0730 -6.9154
H -0.6588 -3.9752 -6.2630
H 1.4304 -5.2311 -5.0280
H -0.0282 -4.7412 -4.2230
H 2.3886 -4.1342 -3.3037
H 2.2925 -2.7740 -4.3877
H 1.0984 -1.6760 -2.7548
H -0.2086 -2.7853 -3.0890
H 0.8506 -4.4468 -1.5313
H 2.0117 -3.2436 -1.0465
H -0.0949 -5.3291 0.3444
H -1.5481 -4.6365 -1.1702
H -1.7139 -1.6460 0.0627
H -1.2091 -1.5854 -1.6358
H -0.4857 0.1220 0.6300
H 0.6739 0.2161 -2.1901
H 0.8507 1.4348 -0.9625
H -1.1451 1.6619 -2.6875
H -1.9776 0.5250 -1.6330
H -0.2862 5.3702 -0.5375
H -0.0857 4.2576 -1.8947
H 1.8221 4.2208 0.4680
H 2.1752 3.7061 -1.2021
H 2.0418 5.4186 -0.7947
H -3.2090 2.1245 2.4487
H -2.5050 3.5872 1.7796
H -1.2060 1.3513 3.3621
H -0.2133 2.1901 2.1312
H -0.9146 3.0979 3.4509
H 1.8429 -1.2021 -0.5190
H 2.4928 -0.9936 2.0043
H 1.5292 0.4935 1.7675
H 5.1131 -0.3539 -0.1069
H 3.8361 -0.6451 -1.0372
H 2.8206 2.3061 0.3715
H 3.8061 1.7169 -0.7889
H 3.6862 1.0569 2.6061
H 4.8313 0.0133 2.0850
H 1.6785 -2.9615 1.1064
H -0.2182 -1.0511 2.3547
H -0.8501 -2.6632 2.2268
H 1.7833 -3.0717 3.1836
H 0.3029 -3.1610 4.0982
H 1.0711 -0.3499 3.9264
H 2.4635 -1.2999 4.4210
H 1.0440 -0.3892 6.2983
H -0.2304 -1.5082 5.8424
C 0.7337 7.3147 3.7741
C 1.2646 7.5773 2.3752
C 0.9442 8.9835 1.8945
O 0.7367 6.6033 1.4672
H -0.3560 7.4175 3.7847
H 0.9747 6.3045 4.1043
H 1.1484 8.0238 4.4923
H 2.3452 7.4253 2.3558
H -0.1385 9.1348 1.8660
H 1.3323 9.1460 0.8889
H 1.3742 9.7339 2.5585
H -0.2225 6.7015 1.4813
C 5.7552 2.8768 6.5202
C 4.8764 2.0825 5.5695
C 5.3580 0.6464 5.4227
O 4.7995 2.7259 4.2945
H 6.7788 2.9212 6.1383
H 5.3889 3.8983 6.6170
H 5.7815 2.4195 7.5097
H 3.8491 2.0810 5.9413
H 6.3698 0.6273 5.0084
H 4.7072 0.0855 4.7475
H 5.3744 0.1321 6.3838
H 5.6890 2.7653 3.9251
C 4.9445 -6.2043 -8.3987
C 3.7495 -5.9482 -7.4948
C 3.3901 -7.1786 -6.6756
O 2.6273 -5.5020 -8.2562
H 4.7167 -7.0055 -9.1069
H 5.1897 -5.3103 -8.9715
H 5.8213 -6.5008 -7.8217
H 3.9762 -5.1167 -6.8233
H 3.1207 -8.0065 -7.3368
H 2.5346 -6.9770 -6.0302
H 4.2282 -7.4995 -6.0554
H 2.3875 -6.2072 -8.8680
C -3.2503 -3.0573 -9.7749
C -3.4018 -2.1242 -8.5848
C -4.5176 -1.1176 -8.7971
O -2.1630 -1.4630 -8.3053
H -2.9982 -2.4858 -10.6726
H -2.4504 -3.7776 -9.6001
H -4.1758 -3.6012 -9.9660
H -3.6121 -2.7131 -7.6895
H -4.3037 -0.4859 -9.6645
H -4.6168 -0.4642 -7.9291
H -5.4689 -1.6224 -8.9566
H -1.9395 -0.9246 -9.0729
C 0.5955 4.6478 8.2506
C -0.2047 5.0123 7.0113
C -1.6543 4.5656 7.1199
O 0.4016 4.4651 5.8389
H 0.6029 3.5625 8.3898
H 1.6282 4.9820 8.1525
H 0.1662 5.1008 9.1446
H -0.1692 6.0928 6.8609
H -1.7054 3.4772 7.2269
H -2.2095 4.8435 6.2234
H -2.1436 5.0139 7.9850
H 0.3957 3.5053 5.9239
C -6.1174 -3.5982 -4.8527
C -6.3653 -2.3708 -5.7160
C -7.3955 -1.4398 -5.0973
O -6.7570 -2.7526 -7.0332
H -7.0394 -4.1753 -4.7416
H -5.3706 -4.2460 -5.3131
H -5.7719 -3.3171 -3.8564
H -5.4260 -1.8299 -5.8533
H -8.3551 -1.9539 -4.9940
H -7.5494 -0.5659 -5.7300
H -7.0824 -1.1031 -4.1080
H -7.5889 -3.2354 -6.9711
C -3.7860 0.3797 6.6459
C -4.0350 1.5583 5.7195
C -5.2684 2.3447 6.1289
O -4.1443 1.1193 4.3615
H -4.6313 -0.3124 6.6145
H -2.8960 -0.1680 6.3385
H -3.6541 0.7073 7.6776
H -3.1650 2.2200 5.7274
H -6.1552 1.7071 6.0830
H -5.4264 3.1880 5.4570
H -5.1750 2.7232 7.1472
H -4.9059 0.5311 4.3000
*
```

Löwdin population analysis, charges in e, atoms 1 to 8: atom 1 (C): -0.10, atom 2 (C): -0.22, atom 3 (C): -0.19, atom 4 (C): -0.20, atom 5 (C): -0.20, atom 6 (C): -0.18, atom 7 (C): -0.48, atom 8 (P): 0.77